The following is a quantum chemistry calculation of a 2-piece molecular cluster, C12H17N overall in a non-equilibrium geometry, from the Open Molecules 2025 dataset.

Bonds (Å) are listed after each position.
Element x y z (Å)
1 N -1.53 -1.93 -1.34  C5 1.409, C11 1.379, H23 1.010
2 C 0.49 -1.92 2.18  C7 1.395, C13 1.381, H25 1.090
3 C -1.97 -0.12 -0.04  C5 1.351, C10 1.484, C12 1.501
4 C 1.83 2.85 -1.71  C6 1.479, H14 1.083, H18 1.103, H19 1.105
5 C -2.19 -0.68 -1.25  N1 1.409, C3 1.351, H28 1.077
6 C 1.24 1.71 -0.97  C4 1.479, C8 1.570, H24 1.100, H29 1.090
7 C 0.95 -2.88 1.27  C2 1.395, C9 1.401, H20 1.079
8 C 2.03 1.36 0.34  C6 1.570, H16 1.093, H22 1.098, H27 1.083
9 C 0.36 -2.90 0.00  C7 1.401, C11 1.389, H21 1.085
10 C -1.02 -1.01 0.67  C3 1.484, C11 1.424, C13 1.385
11 C -0.63 -1.97 -0.30  N1 1.379, C9 1.389, C10 1.424
12 C -2.74 1.00 0.59  C3 1.501, H15 1.096, H17 1.083, H30 1.084
13 C -0.43 -0.93 1.92  C2 1.381, C10 1.385, H26 1.080
14 H 2.77 2.68 -2.22  C4 1.083
15 H -2.38 1.91 0.09  C12 1.096
16 H 1.56 1.70 1.26  C8 1.093
17 H -3.81 0.95 0.44  C12 1.083
18 H 1.18 3.30 -2.48  C4 1.103
19 H 2.12 3.76 -1.16  C4 1.105
20 H 1.54 -3.70 1.62  C7 1.079
21 H 0.76 -3.64 -0.69  C9 1.085
22 H 1.88 0.27 0.42  C8 1.098
23 H -1.43 -2.48 -2.18  N1 1.010
24 H 1.14 0.82 -1.61  C6 1.100
25 H 0.97 -2.01 3.16  C2 1.090
26 H -0.67 -0.17 2.65  C13 1.080
27 H 3.07 1.65 0.32  C8 1.083
28 H -2.86 -0.43 -2.05  C5 1.077
29 H 0.22 1.76 -0.59  C6 1.090
30 H -2.44 1.09 1.63  C12 1.084

Properties
Energy above the lowest of the compared OMol25 structures with the same formula, charge and spin (kcal/mol): 26.36
Total charge: 0
E (eV): -14209.1946
SMILES: Cc1c[nH]c2ccccc12.CCC

These are the Löwdin partial charges, in e, on atoms 1 to 5: N 0.07; C -0.12; C -0.23; C -0.15; C -0.06